Entry 1:
A 8-piece molecular cluster, C27H46O11 overall in a non-equilibrium geometry, computed with the ωB97M-V functional and the def2-TZVPD basis.

The geometry in XYZ format:
```
84
Properties=species:S:1:pos:R:3:forces:R:3
O 2.12719 -0.54218 -0.05335 0.41 0.02 0.25
O 3.23871 -6.33034 -1.08407 1.91 1.93 1.23
O 0.91027 1.28573 -5.96292 -1.35 0.65 0.74
O -4.43505 2.35606 6.05064 0.64 -1.56 -0.14
O 0.91300 2.75973 -1.54482 3.82 -0.58 4.51
O -7.71551 0.09443 0.95431 5.10 -0.70 0.06
O -1.51677 1.75855 3.09744 1.07 1.73 0.85
O -3.19936 -1.41700 -1.12352 2.16 0.61 0.99
O -2.60723 0.34700 1.14678 1.41 -2.40 -2.57
O 4.35545 -1.40097 -2.53596 -0.34 -0.14 -0.46
O 1.49027 -1.52742 -2.35616 -3.61 -0.13 -0.51
C -5.67621 1.12567 0.23593 6.73 -5.85 5.41
C 1.91761 2.64251 -0.71634 -2.50 1.92 -4.73
C -4.37594 0.32218 7.38298 -0.26 3.65 1.44
C -0.36129 1.23458 -3.87913 3.79 3.39 -3.33
C 4.75109 -1.69821 -3.64706 -0.11 0.85 0.11
C 4.02724 -5.44015 -0.71608 -1.06 -2.25 -3.09
C 0.93478 -0.68197 -0.25878 -1.36 1.93 4.19
C -4.25938 1.14646 6.08623 -1.46 -0.83 1.22
C 0.50400 -1.19433 -1.49071 -5.16 -2.45 -4.24
C -6.42904 0.00580 0.86489 -5.23 -0.10 -0.64
C 4.09752 -1.11600 -4.93229 -0.88 -3.39 -2.95
C 5.60339 -5.57391 -0.97680 -6.87 5.59 5.39
C 3.51998 -4.12722 -0.13612 -0.26 1.09 0.39
C 0.48227 2.12331 4.28368 1.25 -1.43 3.79
C -2.02526 -1.11020 -0.83136 -1.60 -0.15 -1.80
C -0.93086 -1.40283 -1.75413 3.86 -0.60 -0.78
C 1.87689 2.92088 0.76149 -8.44 10.95 -7.11
C 3.24126 2.35687 -1.34203 -4.28 2.90 -4.69
C -1.30528 2.38890 -6.02369 -1.95 -5.53 9.18
C 5.98913 -2.51588 -3.81082 0.07 -6.11 0.45
C -1.38008 3.98610 4.08217 8.05 -2.66 5.99
C -4.02209 0.30201 4.82647 0.71 5.01 0.21
C -0.08811 1.63046 -5.34395 -0.15 0.09 -0.04
C -0.83663 2.56880 3.74080 -1.67 -0.88 0.90
C -0.11577 -0.23600 0.77285 -5.01 -2.05 -5.21
C -5.65166 -1.30136 1.26062 -6.46 1.62 -1.16
C -1.64735 -0.33570 0.33451 5.15 3.77 7.03
H 1.01672 2.82102 5.02643 -1.28 -0.81 -1.03
H 5.96430 -4.83073 -1.52918 1.00 3.31 -2.63
H -3.75922 -0.51004 7.33028 1.34 -1.50 0.18
H 0.45867 1.46113 -3.27319 1.64 -0.56 0.78
H -5.37739 -0.02687 7.52709 -0.84 -0.25 -0.36
H 3.91535 3.17818 -1.37612 0.19 1.14 -0.30
H -4.94631 -1.02268 1.87395 3.90 1.16 3.58
H -0.54666 4.76398 4.37609 -0.92 -1.79 -0.68
H -3.10423 -0.16940 4.83321 2.44 -0.73 0.44
H 3.72913 1.67285 -0.92807 4.02 -5.88 4.42
H 3.64965 -0.13353 -4.87461 -0.13 0.03 0.50
H -1.73934 4.34154 3.32369 -4.69 3.77 -8.27
H -4.63543 0.63645 -0.13260 -2.22 1.30 0.86
H 0.63245 0.99745 4.75971 -1.22 2.81 -1.26
H 0.32597 0.11611 1.65578 -0.26 0.75 1.27
H 6.04690 -6.35871 -1.18501 3.13 -8.13 -2.19
H -1.75102 3.12102 -5.35171 -0.01 -0.17 0.00
H 5.90715 -5.28706 0.00617 0.88 0.17 1.00
H -4.21137 0.98729 8.33202 0.12 -1.23 -1.80
H -1.04427 1.85433 -3.52830 -3.59 2.71 1.56
H 3.20687 -1.92968 -5.27563 2.08 2.23 1.29
H -0.95545 2.75918 -6.77473 3.38 4.22 -9.03
H 3.89058 -3.22966 -0.71529 1.07 -0.88 1.22
H 0.76688 2.75238 0.84475 0.63 0.97 0.84
H -1.98303 1.52856 -6.17469 -0.11 0.70 -0.30
H 6.66792 -1.94043 -4.28409 2.45 2.21 -1.56
H 2.20215 2.20470 1.11992 6.60 -11.83 6.94
H 3.05427 1.86443 -2.33878 0.17 1.22 0.55
H -1.34945 -1.88912 -2.68714 1.11 0.62 1.07
H 2.22402 3.92422 1.08652 -0.16 -0.88 -0.31
H -0.71098 0.33259 -3.91421 -1.64 -5.58 0.28
H -6.44979 -1.91181 1.69800 0.63 -0.25 -0.03
H -3.93140 1.20215 4.18270 -0.16 -1.20 -0.85
H -4.62288 -0.44964 4.47596 -2.51 -1.36 -0.39
H 4.70984 -1.17029 -5.95179 -0.66 0.16 2.53
H 2.29121 -1.44381 -1.88834 2.41 0.53 0.96
H -5.93464 1.70334 -0.44386 -3.91 4.35 -6.71
H 5.89557 -3.42814 -4.62241 -0.32 2.24 1.86
H 6.61044 -3.08159 -2.91705 -2.28 1.92 -1.70
H 1.13950 2.07989 3.48702 1.45 -0.02 -2.00
H -1.96288 4.06872 4.92074 -1.97 -0.61 1.89
H -2.26193 0.85443 1.92447 0.58 -0.49 -0.75
H 3.72403 -4.19318 1.00448 -0.24 0.85 -1.93
H -5.38088 1.87973 0.95892 0.31 -0.27 0.92
H -5.22836 -1.67243 0.40977 1.04 -1.24 -2.32
H 2.45619 -3.83123 -0.35260 0.45 -1.63 0.63
```
Forces are in eV/Å.

As for the SMILES: O=C1C=C(O)C(=O)C=C1O.CC(C)=O.CC(C)=O.CC(C)=O.CC(C)=O.CC(C)=O.CC(C)=O.CC(C)=O. The orbital gap comes out at 6.70 eV. As for the largest force on an atom: 0.3023 Eh/bohr. The spin multiplicity is 1. Its highest occupied orbital energy is -8.875 eV. The total charge is 0.

Entry 2:
C27H47AgN4OSSi3Te as an isolated structure, computed with the ωB97M-V functional and the def2-TZVPD basis.

The geometry in XYZ format:
```
85
Properties=species:S:1:pos:R:3:forces:R:3
Te -0.89730 1.19501 3.43588 -0.04 -0.04 0.17
Ag 0.33317 0.14046 0.88063 0.28 -0.48 0.06
S 2.59498 0.97237 -0.39581 -0.02 0.14 0.24
Si -0.67718 -2.59426 -0.90098 0.12 0.01 0.11
Si 1.09354 -3.04058 1.54009 0.04 -0.02 0.30
Si 2.33757 -2.65972 -1.24254 0.17 0.08 -0.12
O -1.79712 -1.63119 -0.09557 -0.53 0.01 -0.03
N 0.34960 2.66236 0.58368 -0.55 0.11 -0.80
N 3.86362 3.05236 0.74274 -0.07 -0.03 -0.03
N 1.58511 3.21687 0.69504 0.20 0.36 0.30
N -2.22230 1.78802 0.39729 0.03 -0.09 0.16
C -3.18362 -1.85147 -0.21951 0.25 -0.12 0.00
C 0.92725 -2.32714 -0.13307 -0.29 -0.17 -0.15
C 0.21915 -0.30960 7.47943 -0.02 0.08 -0.01
C 0.24842 4.00444 -1.43118 -0.18 0.05 0.03
C -4.43874 1.93796 -0.49143 0.01 0.04 -0.05
C -1.78551 2.68441 -0.48769 -0.28 -0.10 -0.03
C 2.30449 -2.09197 2.64310 0.08 0.02 -0.07
C -0.54789 -3.16567 2.47321 -0.19 0.07 -0.18
C 2.45735 -1.59163 -2.80612 -0.11 0.17 0.06
C -0.38372 -1.51477 5.37664 0.01 0.10 0.13
C -0.06828 2.16176 6.26406 0.01 0.12 -0.09
C 1.75430 -4.83452 1.59448 0.07 -0.08 -0.21
C 2.32987 -4.44038 -1.93790 -0.09 -0.11 0.03
C 2.61610 2.50386 0.40912 -0.07 -0.17 -0.17
C -3.50047 1.44304 0.40245 0.15 -0.04 0.25
C 0.82662 0.73323 9.69525 -0.02 -0.01 -0.08
C -0.29158 1.00559 5.49330 0.00 -0.08 -0.02
C -3.99467 2.84345 -1.43938 -0.01 -0.06 0.05
C -0.20059 3.53732 5.65941 0.03 -0.05 0.08
C -0.85521 -2.15101 -2.73492 0.17 0.11 -0.04
C -2.66449 3.22296 -1.43673 0.13 0.10 -0.05
C -1.38307 -4.36742 -0.87314 0.02 -0.03 0.11
C -0.14135 -0.24067 6.13656 -0.03 -0.09 -0.08
C 0.28595 2.05973 7.61064 0.01 -0.06 0.00
C 4.02864 -2.47835 -0.41381 0.00 0.01 0.14
C 0.43729 0.83348 8.24067 0.01 0.00 -0.03
C -0.36594 3.09484 -0.39678 0.62 0.23 0.09
H 1.12954 -5.49158 0.97592 0.05 0.04 0.07
H 2.38130 -5.17340 -1.12454 -0.01 0.06 -0.11
H 1.68711 -1.84131 -3.54092 0.08 0.00 0.04
H -0.32797 -2.87877 -3.36272 -0.06 0.07 0.01
H 1.39638 -4.62462 -2.48597 0.11 -0.01 0.02
H -0.27763 -2.39212 6.02262 0.02 0.04 -0.02
H -4.67887 3.25329 -2.17288 0.01 0.03 -0.02
H -1.23160 -3.85365 1.96105 0.07 0.09 0.11
H -0.39884 -3.53747 3.49067 0.05 -0.02 -0.04
H 0.85614 4.75568 -0.92609 0.01 0.00 0.01
H 0.31003 -1.60234 4.54014 -0.04 0.02 0.01
H 4.15596 -3.18499 0.41437 0.02 0.06 -0.10
H -3.71211 -0.91037 -0.07184 0.01 -0.11 -0.05
H -1.47704 -4.74619 0.14908 -0.01 -0.02 -0.12
H 0.98867 1.72375 10.12534 -0.01 -0.01 0.00
H -3.77842 0.73070 1.17582 0.02 0.11 -0.02
H 1.76271 -5.23307 2.61539 -0.01 0.07 -0.01
H -2.36250 -4.44708 -1.35987 0.04 0.02 0.01
H 3.29670 -2.05820 2.18039 -0.10 0.00 0.07
H -0.48147 4.50296 -2.06496 0.02 -0.01 -0.02
H -1.04188 -2.18870 2.53171 0.05 -0.10 0.02
H 0.33076 -1.28534 7.94834 -0.01 0.00 -0.04
H -3.45876 -2.24335 -1.20938 0.00 0.03 0.03
H 1.98221 -1.05529 2.77385 -0.01 0.02 0.05
H 4.58902 2.70779 0.13637 0.06 0.03 -0.01
H -5.47138 1.61659 -0.44934 0.01 -0.01 0.02
H 0.92204 3.41554 -2.05851 0.02 0.01 0.01
H 3.16656 -4.62745 -2.62340 -0.04 0.06 0.04
H 0.07308 4.31057 6.38458 -0.01 -0.04 0.00
H 0.45519 2.97064 8.18140 -0.01 0.00 -0.03
H 3.43573 -1.72286 -3.28198 -0.01 -0.04 0.05
H 4.12033 -1.46339 -0.01517 0.04 -0.06 -0.02
H -1.90929 -2.15549 -3.03327 0.01 -0.03 0.06
H -0.44439 -1.15829 -2.94436 -0.05 -0.08 0.02
H -1.38620 -1.50495 4.94201 0.04 -0.03 -0.04
H 2.34905 -0.53369 -2.54289 0.01 -0.12 -0.10
H 2.77777 -4.88865 1.20163 -0.11 -0.04 0.06
H 0.43335 3.62923 4.77477 -0.05 0.00 0.00
H -2.31783 3.94112 -2.16302 0.00 0.00 -0.04
H -0.68779 -5.02797 -1.40300 -0.05 0.03 0.02
H -1.22460 3.71257 5.31990 0.05 0.01 -0.03
H -3.53509 -2.56710 0.53475 0.01 0.00 -0.01
H 3.84164 4.05833 0.83592 -0.03 -0.03 0.01
H 0.04910 0.23305 10.28018 0.02 0.01 0.02
H 2.40512 -2.54488 3.63683 -0.04 -0.02 -0.06
H 4.84016 -2.64215 -1.13278 -0.08 -0.02 0.00
H 1.74843 0.15824 9.82046 -0.01 0.01 0.02
```
Forces are in eV/Å.

The orbital gap comes out at 5.26 eV. As for the largest force on an atom: 0.0189 Eh/bohr. The spin multiplicity is 1. Its highest occupied orbital energy is -0.905 eV. The total charge is -2.

Energy relative to the best compared isomer or geometry (same formula, charge and spin) / kJ/mol: 425.4 46.9
Lowest unoccupied orbital energy / eV: -2.17 4.36